1.
ORCA calculation (wB97M-V/def2-TZVPD) on the molecule C5H7NO2 at a distorted geometry.

CARTESIAN COORDINATES (ANGSTROEM)
C -1.79 1.63 -0.27
C 0.41 1.31 0.74
C 1.33 0.17 0.24
C -0.98 0.74 0.33
C 0.11 -1.59 -0.96
N -0.09 -2.38 -0.02
O -2.63 2.30 -0.80
O 0.81 -0.45 -0.95
H 0.47 1.44 1.82
H 0.58 2.20 0.23
H 2.34 0.42 0.04
H 1.19 -0.65 1.06
H -1.29 -0.10 0.85
H -0.07 -1.59 -2.10
H -0.39 -3.44 -0.22

Computed properties:
SMILES: [H]/N=C/OCCC=C=O
strongest force on any atom: 5.08 eV/Å
energy: -10880.5581 eV
HOMO energy: -8.85 eV

Atom-resolved charges from Mulliken, all expressed in e: atom 1 (C): 0.530, atom 2 (C): -0.601, atom 3 (C): -0.560, atom 4 (C): -0.625, atom 5 (C): 0.241, atom 6 (N): -0.624, atom 7 (O): -0.447, atom 8 (O): -0.321, atom 9 (H): 0.298, atom 10 (H): 0.381, atom 11 (H): 0.348, atom 12 (H): 0.323, atom 13 (H): 0.499, atom 14 (H): 0.302, atom 15 (H): 0.255

---

2.
ORCA calculation (wB97M-V/def2-TZVPD) on C44H38I2N5O7Y as an isolated structure at a distorted geometry.

CARTESIAN COORDINATES (ANGSTROEM)
Y 0.19 -0.66 -0.75
I 5.83 -0.55 -6.46
C 4.58 -0.73 -4.82
C 4.94 -1.57 -3.77
C 4.09 -1.70 -2.68
I 4.65 -3.00 -1.16
C 2.87 -1.00 -2.59
O 2.08 -1.15 -1.57
C 2.53 -0.16 -3.67
C 1.29 0.70 -3.65
N 0.05 0.02 -3.21
C -0.43 -0.92 -4.23
C -0.75 -2.32 -3.76
C -1.55 -3.14 -4.53
C -1.67 -4.47 -4.18
C -0.97 -4.94 -3.08
C -0.22 -4.04 -2.35
N -0.13 -2.74 -2.66
C 3.38 -0.04 -4.76
H 5.87 -2.12 -3.79
H 1.41 1.57 -3.00
H 1.14 1.10 -4.66
H -0.64 0.76 -3.10
H -1.30 -0.50 -4.76
H 0.36 -1.04 -4.98
H -2.06 -2.74 -5.40
H -2.30 -5.14 -4.76
H -1.00 -5.98 -2.79
H 0.34 -4.37 -1.49
H 3.09 0.60 -5.58
O -2.04 -1.81 -0.69
C -2.30 -2.91 0.17
C -1.02 -3.53 0.66
C -1.01 -4.79 1.23
C 0.20 -5.32 1.66
C 1.36 -4.57 1.51
C 1.25 -3.31 0.96
N 0.09 -2.81 0.53
H -2.67 -1.09 -0.42
H -2.89 -3.66 -0.35
H -2.88 -2.57 1.03
H -1.93 -5.35 1.32
H 0.24 -6.31 2.09
H 2.32 -4.94 1.82
H 2.12 -2.67 0.84
O -0.99 0.06 1.33
C -0.28 0.40 2.53
C 1.21 0.34 2.14
O 2.01 0.97 2.81
O 1.46 -0.42 1.15
C -0.67 1.81 2.97
C -1.15 2.73 2.05
C -1.44 4.03 2.44
C -1.24 4.43 3.75
C -0.75 3.51 4.67
C -0.47 2.21 4.29
C -0.60 -0.67 3.56
C 0.37 -1.52 4.08
C 0.01 -2.55 4.95
C -1.31 -2.73 5.31
C -2.29 -1.87 4.81
C -1.93 -0.85 3.95
H -1.96 0.14 1.41
H -1.29 2.42 1.02
H -1.81 4.74 1.70
H -1.46 5.44 4.06
H -0.59 3.81 5.70
H -0.07 1.50 5.00
H 1.41 -1.39 3.80
H 0.78 -3.20 5.34
H -1.59 -3.53 5.98
H -3.32 -1.99 5.09
H -2.69 -0.17 3.57
O -1.17 2.61 -2.74
C -1.99 2.34 -1.88
C -3.09 3.29 -1.43
C -3.88 2.46 -0.44
C -3.13 1.14 -0.42
O -3.50 0.18 0.29
N -2.04 1.13 -1.20
H -3.65 3.61 -2.30
H -2.63 4.18 -1.00
H -4.92 2.27 -0.72
H -3.89 2.85 0.58
N 0.91 1.61 -0.63
C 1.32 2.62 -0.27
C 1.83 3.87 0.22
C 2.33 3.93 1.52
C 2.78 5.16 1.99
C 2.72 6.28 1.18
C 2.22 6.21 -0.11
C 1.77 4.99 -0.60
H 2.35 3.04 2.13
H 3.17 5.23 3.00
H 3.07 7.23 1.56
H 2.18 7.09 -0.74
H 1.36 4.91 -1.60

Computed properties:
strongest force on any atom: 1.02 eV/Å
energy: -85281.0148 eV
HOMO energy: -7.30 eV

Atom-resolved charges from Mulliken, all expressed in e: atom 1 (Y): -0.463, atom 2 (I): 0.049, atom 3 (C): -0.576, atom 4 (C): -0.355, atom 5 (C): -0.608, atom 6 (I): -0.005, atom 7 (C): -0.744, atom 8 (O): 1.101, atom 9 (C): 1.380, atom 10 (C): -1.313, atom 11 (N): -0.169, atom 12 (C): -1.165, atom 13 (C): 0.776, atom 14 (C): -1.107, atom 15 (C): -0.431, atom 16 (C): -1.133, atom 17 (C): -0.253, atom 18 (N): 0.640, atom 19 (C): -0.674, atom 20 (H): 0.387, atom 21 (H): 0.349, atom 22 (H): 0.416, atom 23 (H): -0.067, atom 24 (H): 0.400, atom 25 (H): 0.492, atom 26 (H): 0.473, atom 27 (H): 0.422, atom 28 (H): 0.467, atom 29 (H): 0.505, atom 30 (H): 0.429, atom 31 (O): -0.451, atom 32 (C): -1.457, atom 33 (C): 0.683, atom 34 (C): -1.114, atom 35 (C): -0.668, atom 36 (C): -1.100, atom 37 (C): -0.798, atom 38 (N): 2.258, atom 39 (H): 0.341, atom 40 (H): 0.507, atom 41 (H): 0.428, atom 42 (H): 0.559, atom 43 (H): 0.477, atom 44 (H): 0.544, atom 45 (H): 0.374, atom 46 (O): 0.728, atom 47 (C): 3.751, atom 48 (C): -1.203, atom 49 (O): -0.792, atom 50 (O): -0.073, atom 51 (C): -0.514, atom 52 (C): 0.144, atom 53 (C): -1.058, atom 54 (C): -0.768, atom 55 (C): -0.890, atom 56 (C): -0.272, atom 57 (C): -0.267, atom 58 (C): -0.125, atom 59 (C): -0.904, atom 60 (C): -0.546, atom 61 (C): -1.005, atom 62 (C): -0.228, atom 63 (H): 0.231, atom 64 (H): -0.058, atom 65 (H): 0.462, atom 66 (H): 0.414, atom 67 (H): 0.436, atom 68 (H): 0.521, atom 69 (H): 0.565, atom 70 (H): 0.458, atom 71 (H): 0.414, atom 72 (H): 0.438, atom 73 (H): 0.336, atom 74 (O): -0.652, atom 75 (C): 0.258, atom 76 (C): -0.672, atom 77 (C): -0.698, atom 78 (C): 0.348, atom 79 (O): -0.818, atom 80 (N): 0.172, atom 81 (H): 0.413, atom 82 (H): 0.188, atom 83 (H): 0.452, atom 84 (H): 0.206, atom 85 (N): 0.734, atom 86 (C): 0.500, atom 87 (C): -0.182, atom 88 (C): -0.211, atom 89 (C): -0.806, atom 90 (C): -0.414, atom 91 (C): -0.647, atom 92 (C): -0.631, atom 93 (H): 0.625, atom 94 (H): 0.449, atom 95 (H): 0.402, atom 96 (H): 0.425, atom 97 (H): 0.554

---

3.
ORCA calculation (wB97M-V/def2-TZVPD) on CH4S2 as an isolated structure at a distorted geometry.

CARTESIAN COORDINATES (ANGSTROEM)
C 0.74 -2.03 0.56
H 0.48 -1.50 1.46
H 0.20 -2.55 -0.15
H -0.19 1.90 -0.14
H -2.21 2.70 -0.23
S 1.79 -0.84 -0.32
S -0.80 2.33 -1.17

Computed properties:
strongest force on any atom: 8.16 eV/Å
energy: -22768.4846 eV
HOMO energy: -9.19 eV

Atom-resolved charges from Mulliken, all expressed in e: atom 1 (C): -0.422, atom 2 (H): 0.264, atom 3 (H): 0.302, atom 4 (H): 0.125, atom 5 (H): 0.153, atom 6 (S): -0.142, atom 7 (S): -0.280

---

4.
ORCA calculation (wB97M-V/def2-TZVPD) on an isolated ion of composition C6H5N2OS and charge +1 at a distorted geometry.

CARTESIAN COORDINATES (ANGSTROEM)
C -0.53 2.09 -0.33
C 0.86 2.08 -0.47
C -1.24 1.24 0.51
C 2.04 -0.41 0.28
C 1.45 -1.61 0.03
C 0.70 -2.53 -0.48
N -3.04 -0.08 1.19
N -2.26 0.66 0.66
O 2.65 -1.49 0.80
S 2.15 1.26 0.53
H -1.30 2.74 -0.93
H 1.33 2.73 -1.12
H -3.48 -0.84 0.73
H -0.13 -2.30 -1.22
H 0.81 -3.54 -0.19

Computed properties:
charge: +1
strongest force on any atom: 3.64 eV/Å
energy: -22150.5492 eV
HOMO energy: -12.33 eV

Atom-resolved charges from Mulliken, all expressed in e: atom 1 (C): 0.158, atom 2 (C): -0.612, atom 3 (C): -0.019, atom 4 (C): 0.561, atom 5 (C): 0.534, atom 6 (C): -0.681, atom 7 (N): -0.952, atom 8 (N): 0.651, atom 9 (O): -0.308, atom 10 (S): 0.044, atom 11 (H): 0.300, atom 12 (H): 0.513, atom 13 (H): 0.276, atom 14 (H): 0.242, atom 15 (H): 0.293

---

5.
ORCA calculation (wB97M-V/def2-TZVPD) on a 2-piece molecular cluster, C4H9NO2 overall at a distorted geometry.

CARTESIAN COORDINATES (ANGSTROEM)
N -1.61 0.46 -0.49
O -2.34 0.97 0.55
O -2.27 0.14 -1.66
H -1.53 0.43 -2.25
H -3.19 0.51 0.47
H 0.83 1.46 0.53
C -0.37 -0.60 -0.17
C 1.52 0.85 -0.06
C -0.51 -1.48 0.84
C 2.69 0.38 0.47
H -0.05 -1.02 -1.12
H 1.53 1.17 -1.11
H -0.87 -1.15 1.81
H 2.71 -0.01 1.48
H -0.17 -2.50 0.75
H 3.63 0.42 -0.06

Computed properties:
SMILES: C=CN(O)O.C=C
strongest force on any atom: 6.59 eV/Å
energy: -9871.0141 eV
HOMO energy: -7.69 eV

Atom-resolved charges from Mulliken, all expressed in e: atom 1 (N): -0.036, atom 2 (O): -0.379, atom 3 (O): -0.447, atom 4 (H): 0.388, atom 5 (H): 0.329, atom 6 (H): 0.301, atom 7 (C): -0.066, atom 8 (C): -0.553, atom 9 (C): -0.634, atom 10 (C): -0.463, atom 11 (H): 0.287, atom 12 (H): 0.267, atom 13 (H): 0.260, atom 14 (H): 0.239, atom 15 (H): 0.256, atom 16 (H): 0.252

---

6.
ORCA calculation (wB97M-V/def2-TZVPD) on the molecule CH7ClSi2 at a distorted geometry.

CARTESIAN COORDINATES (ANGSTROEM)
C 0.04 1.73 -0.32
Si 0.60 -1.72 -0.01
Si -0.51 0.16 0.64
Cl -2.58 -0.50 0.01
H -0.40 1.50 -1.26
H -0.36 2.70 0.10
H 1.17 1.79 -0.50
H 1.70 -1.66 0.91
H 1.34 -2.00 -1.30
H -0.52 -2.64 -0.35
H -0.47 0.64 2.08

Computed properties:
SMILES: C[Si@H]([SiH3])Cl
strongest force on any atom: 2.03 eV/Å
energy: -29427.7898 eV
HOMO energy: -10.08 eV

Atom-resolved charges from Mulliken, all expressed in e: atom 1 (C): -0.935, atom 2 (Si): 0.303, atom 3 (Si): 0.443, atom 4 (Cl): -0.329, atom 5 (H): 0.274, atom 6 (H): 0.287, atom 7 (H): 0.310, atom 8 (H): -0.093, atom 9 (H): -0.100, atom 10 (H): -0.067, atom 11 (H): -0.093

---

7.
ORCA calculation (wB97M-V/def2-TZVPD) on a 2-piece molecular cluster, C3H12N2O overall at a distorted geometry.

CARTESIAN COORDINATES (ANGSTROEM)
C 0.62 0.40 1.43
C -0.68 0.29 0.65
C -0.56 0.12 -0.90
N -1.82 0.58 -1.48
N 1.58 1.49 0.95
H 0.39 0.72 2.45
H 1.31 -0.44 1.44
H -1.39 -0.45 1.03
H -1.23 1.22 0.83
H -0.34 -0.92 -1.10
H 0.26 0.79 -1.15
H -1.75 0.80 -2.47
H -2.10 1.45 -1.05
H 1.54 1.51 -0.06
H 1.24 2.34 1.39
H 0.31 -3.64 -0.66
H 1.61 -3.13 -0.27
O 1.02 -3.13 -1.03

Computed properties:
SMILES: NCCCN.O
strongest force on any atom: 2.27 eV/Å
energy: -8332.6125 eV
HOMO energy: -9.21 eV

Atom-resolved charges from Mulliken, all expressed in e: atom 1 (C): -0.656, atom 2 (C): -0.578, atom 3 (C): -0.208, atom 4 (N): -0.630, atom 5 (N): -0.605, atom 6 (H): 0.418, atom 7 (H): 0.216, atom 8 (H): 0.300, atom 9 (H): 0.333, atom 10 (H): 0.212, atom 11 (H): 0.234, atom 12 (H): 0.222, atom 13 (H): 0.236, atom 14 (H): 0.288, atom 15 (H): 0.231, atom 16 (H): 0.312, atom 17 (H): 0.313, atom 18 (O): -0.639

---

8.
ORCA calculation (wB97M-V/def2-TZVPD) on C28H40AsBaIN5O2S as an isolated structure at a distorted geometry.

CARTESIAN COORDINATES (ANGSTROEM)
Ba 0.83 0.05 1.83
C -3.08 1.91 0.40
C -2.73 1.08 -0.89
N -3.21 1.39 -2.05
C -2.93 0.46 -3.02
C -2.46 -0.82 -2.82
C -2.47 -1.75 -3.99
O -3.75 -2.42 -4.15
C -2.18 -1.28 -1.47
C -2.02 -2.66 -1.09
N -2.32 -3.35 -0.08
C -3.22 -2.72 0.89
C -4.43 -2.14 0.42
C -5.47 -1.88 1.33
C -5.24 -2.08 2.71
C -4.06 -2.62 3.17
C -3.04 -2.97 2.26
I -1.33 -3.87 3.02
C -2.06 -0.15 -0.53
O -1.58 -0.25 0.67
H -3.68 1.35 1.14
H -3.62 2.85 -0.02
H -2.18 2.29 0.82
H -3.10 0.78 -4.03
H -1.76 -2.55 -3.86
H -2.26 -1.28 -5.01
H -4.49 -1.81 -4.16
H -1.63 -3.34 -1.89
H -4.48 -2.00 -0.65
H -6.41 -1.39 1.06
H -6.01 -1.89 3.46
H -3.93 -2.86 4.24
N 1.89 2.69 2.92
C 1.26 3.93 3.42
C -0.08 3.74 4.14
C -1.09 3.05 3.23
N -1.07 1.57 3.32
H 2.87 2.59 3.10
H 1.80 2.56 1.92
H 1.07 4.55 2.51
H 1.96 4.38 4.02
H -0.47 4.74 4.37
H 0.13 3.22 5.03
H -0.88 3.37 2.17
H -2.07 3.37 3.46
H -1.88 1.24 2.79
H -1.38 1.39 4.32
C 0.71 0.81 -2.33
C 2.13 1.17 -2.22
C 2.94 1.35 -3.35
C 4.23 1.80 -3.28
C 4.67 2.34 -2.05
C 3.96 2.19 -0.86
C 4.33 2.86 0.38
C 2.70 1.49 -0.90
N 2.07 1.14 0.23
H 0.40 0.79 -3.36
H 0.08 1.51 -1.78
H 0.49 -0.17 -2.04
H 2.59 1.03 -4.35
H 4.85 1.74 -4.12
H 5.62 2.83 -2.08
H 5.43 2.99 0.57
H 3.84 2.40 1.27
H 3.83 3.89 0.38
C 1.40 -3.11 -1.11
As 2.95 -2.91 -0.05
C 3.98 -1.48 -0.91
C 3.95 -4.57 -0.31
S 2.57 -2.68 1.98
H 1.66 -3.34 -2.19
H 0.80 -2.17 -1.11
H 0.92 -3.95 -0.77
H 3.85 -1.50 -1.96
H 5.06 -1.65 -0.64
H 3.72 -0.54 -0.45
H 4.02 -4.81 -1.38
H 3.51 -5.42 0.18
H 4.93 -4.46 0.18

Computed properties:
charge: -1
strongest force on any atom: 3.72 eV/Å
energy: -121698.6872 eV
HOMO energy: -2.38 eV

Atom-resolved charges from Mulliken, all expressed in e: atom 1 (Ba): 1.291, atom 2 (C): -0.677, atom 3 (C): 0.972, atom 4 (N): -0.756, atom 5 (C): -0.658, atom 6 (C): 0.230, atom 7 (C): -1.134, atom 8 (O): -0.559, atom 9 (C): 0.580, atom 10 (C): -0.903, atom 11 (N): -0.648, atom 12 (C): 0.412, atom 13 (C): -0.019, atom 14 (C): -0.708, atom 15 (C): -0.482, atom 16 (C): -0.383, atom 17 (C): -0.269, atom 18 (I): 0.090, atom 19 (C): 1.698, atom 20 (O): -1.146, atom 21 (H): 0.254, atom 22 (H): 0.328, atom 23 (H): -0.219, atom 24 (H): 0.418, atom 25 (H): 0.309, atom 26 (H): 0.366, atom 27 (H): 0.368, atom 28 (H): 0.473, atom 29 (H): 0.331, atom 30 (H): 0.355, atom 31 (H): 0.347, atom 32 (H): 0.303, atom 33 (N): -0.152, atom 34 (C): -0.929, atom 35 (C): -0.598, atom 36 (C): -0.748, atom 37 (N): -0.330, atom 38 (H): 0.204, atom 39 (H): -0.029, atom 40 (H): 0.286, atom 41 (H): 0.598, atom 42 (H): 0.258, atom 43 (H): 0.368, atom 44 (H): 0.230, atom 45 (H): 0.597, atom 46 (H): 0.081, atom 47 (H): 0.208, atom 48 (C): -0.437, atom 49 (C): 1.072, atom 50 (C): -0.421, atom 51 (C): -1.017, atom 52 (C): -0.520, atom 53 (C): 1.237, atom 54 (C): -1.306, atom 55 (C): -1.033, atom 56 (N): -0.866, atom 57 (H): 0.433, atom 58 (H): 0.184, atom 59 (H): -0.482, atom 60 (H): 0.241, atom 61 (H): 0.466, atom 62 (H): 0.394, atom 63 (H): 0.388, atom 64 (H): 0.011, atom 65 (H): 0.183, atom 66 (C): -0.759, atom 67 (As): 0.587, atom 68 (C): -0.626, atom 69 (C): -1.143, atom 70 (S): -0.574, atom 71 (H): 0.411, atom 72 (H): -0.303, atom 73 (H): 0.569, atom 74 (H): 0.421, atom 75 (H): 0.404, atom 76 (H): -0.186, atom 77 (H): 0.372, atom 78 (H): 0.359, atom 79 (H): 0.331